Record 1
The following is a quantum chemistry calculation of C3H4O3S as an isolated structure at a distorted geometry, from the OMol25 dataset.

Each line ends with the natural charge from an NBO analysis.
Geometry (Å):
S: -0.84412 -1.55075 1.94821  1.69
O: -1.52557 -0.59514 1.10923  -0.91
O: -1.18994 -2.91677 1.55570  -0.85
O: 1.08477 -1.36666 0.70249  -0.52
C: 1.36862 -0.30459 0.27703  0.32
C: -0.91951 1.37489 -1.08540  -0.25
C: -0.12720 1.93501 -1.78065  -0.27
H: 2.26043 -0.00919 -0.22939  0.12
H: -1.55924 0.56386 -0.65289  0.28
H: 0.61616 0.54657 0.28245  0.15
H: 0.83561 2.32275 -2.12677  0.24

Highest occupied orbital energy   -10.5 eV
Maximum force   0.07761 hartree/bohr
ΔE to the lowest compared entry with this formula, charge and spin   4.957 eV
Orbital gap   10.0873 eV

---

Record 2
The following is a quantum chemistry calculation of C4H5I as an isolated structure at a distorted geometry, from the OMol25 dataset.

Each line ends with the natural charge from an NBO analysis.
Geometry (Å):
I: -3.73965 -0.16804 0.10508  -0.62
C: -0.95381 0.50581 0.55984  -0.01
C: 0.38402 0.09398 0.05638  0.13
C: -0.19789 1.25228 -0.36447  -0.13
C: 1.37744 -0.87452 -0.08055  -0.71
H: -1.57243 0.61665 1.40757  0.27
H: 1.29770 -1.59578 0.67281  0.26
H: 1.11735 -1.46390 -0.97313  0.29
H: 2.24104 -0.49370 -0.52285  0.26
H: 0.04623 2.12723 -0.86068  0.24

Highest occupied orbital energy   -7.8 eV
Maximum force   0.11715 hartree/bohr
ΔE to the lowest compared entry with this formula, charge and spin   2.450 eV
Orbital gap   7.4284 eV

---

Record 3
The following is a quantum chemistry calculation of a 6-piece molecular cluster, C37H42IN5O13P overall at a distorted geometry, from the OMol25 dataset.

Each line ends with the Löwdin charge.
Geometry (Å):
I: 5.07105 7.13467 -5.70990  0.82
P: 5.98406 7.31518 -2.43881  1.03
O: 7.26867 4.82554 -1.82217  -0.17
O: 5.83083 2.88198 -1.24514  -0.14
O: 2.30865 10.72579 -6.42672  0.05
O: 2.20433 -3.21946 2.12223  0.04
O: 3.04886 -1.94637 3.69687  0.06
O: -6.39534 -5.64631 5.86545  0.06
O: -5.43679 -11.78113 6.79096  0.05
O: -1.07594 0.72277 -4.00021  0.05
O: -5.15265 -13.05406 5.02676  0.07
O: 0.49524 9.79594 -5.61407  0.05
O: 2.83058 2.74621 -3.64981  -0.11
O: -2.37696 -0.73691 -3.00514  0.06
O: -4.75737 -4.22867 5.51786  0.04
N: -1.28750 -0.16598 -3.16271  -0.33
N: -5.21747 -5.27872 5.98877  -0.32
N: 2.11068 -2.56115 3.16812  -0.32
N: 1.29427 10.02198 -6.53502  -0.33
N: -5.69324 -12.11202 5.62372  -0.32
C: -0.61783 -1.66419 5.59258  -0.06
C: 0.79850 -2.50091 3.82312  -0.14
C: -8.58502 -9.82404 3.50628  -0.07
C: -1.53605 -3.11920 3.88765  -0.06
C: 1.95886 -1.37884 -0.69880  -0.06
C: -4.30473 -6.14918 6.73954  -0.14
C: 3.10179 7.48522 -3.25589  -0.35
C: 5.21751 2.67235 -2.56107  -0.16
C: -0.28521 -3.19762 3.27209  0.00
C: -3.89448 -8.19948 7.94991  -0.06
C: 1.01700 9.41874 -7.84410  -0.15
C: 0.71702 -2.00223 -0.56707  -0.06
C: -0.35540 -1.60169 -1.36637  0.01
C: -0.17096 -0.57423 -2.30182  -0.14
C: 4.62937 7.91029 -3.67129  -0.85
C: -7.31206 -10.23426 5.52182  -0.01
C: -0.40992 8.09500 -9.27541  -0.06
C: -0.13902 8.64614 -8.02152  0.00
C: 6.18669 4.28606 -0.99202  -0.21
C: -2.10108 -6.60553 7.61831  -0.06
C: 1.07259 0.05855 -2.43079  0.00
C: 1.90412 9.63022 -8.90795  0.00
C: -7.98406 -10.92356 2.89105  -0.07
C: 1.62400 9.07155 -10.15659  -0.06
C: 2.13689 -0.34874 -1.62391  -0.06
C: 0.63837 -1.73728 4.98760  0.00
C: -6.70245 -11.33149 4.89794  -0.14
C: -8.25359 -9.48091 4.81798  -0.06
C: 0.46809 8.31044 -10.33881  -0.06
C: 3.79798 3.46512 -2.80715  -0.22
C: -2.97003 -5.76333 6.92168  0.00
C: -4.77347 -7.36439 7.25753  0.00
C: -2.56259 -7.82114 8.12616  -0.06
C: 2.58139 8.07191 -1.81644  -0.13
C: -7.03896 -11.68281 3.58386  0.00
C: -1.70076 -2.35100 5.04149  -0.07
C: 6.79289 5.64318 -2.94306  -0.36
H: 2.89271 6.31895 -3.29114  0.10
H: 5.21369 4.97559 -0.94941  0.13
H: 1.47226 -1.19615 5.42938  0.12
H: -1.87958 -8.47821 8.66185  0.11
H: -0.17392 -3.79797 2.37156  0.11
H: -2.67961 -2.28643 5.51360  0.10
H: -1.30798 7.49944 -9.42489  0.11
H: 1.57688 7.49744 -1.55742  0.10
H: -8.24983 -11.18639 1.86951  0.11
H: 2.30489 9.23249 -10.98949  0.11
H: 4.72561 9.09690 -3.70150  0.10
H: -9.31557 -9.23024 2.95957  0.11
H: 4.94715 1.51027 -2.61976  0.15
H: 2.65404 3.36780 -4.43979  0.13
H: 1.22834 0.86064 -3.14921  0.10
H: -2.38421 -3.65396 3.46587  0.11
H: 0.58570 -2.80329 0.15723  0.09
H: 4.05653 4.47695 -3.37198  0.08
H: 6.60055 4.31044 0.12898  0.18
H: 3.34950 3.80494 -1.75493  0.15
H: 3.34344 7.89804 -0.92739  0.06
H: -6.57724 -12.53483 3.08927  0.12
H: 7.01514 8.35899 -2.45357  0.06
H: -8.72736 -8.62349 5.29117  0.11
H: 2.80746 10.22359 -8.78296  0.12
H: -0.75378 -1.06876 6.49287  0.11
H: 5.49159 7.29276 -1.05536  0.04
H: 5.96923 2.84193 -3.47251  0.14
H: 2.38672 7.95029 -4.09095  0.12
H: 7.76893 5.94959 -3.56057  0.14
H: 2.79360 -1.69843 -0.07729  0.10
H: -5.80841 -7.67363 7.12860  0.11
H: -1.31682 -2.09753 -1.25161  0.12
H: -0.83325 8.46906 -7.20296  0.12
H: 2.30287 9.22854 -1.90162  0.11
H: -2.59416 -4.82074 6.52927  0.10
H: -7.06462 -9.95385 6.54334  0.11
H: 3.10697 0.13418 -1.71860  0.09
H: 0.24972 7.88334 -11.31611  0.11
H: 6.13292 5.03783 -3.73091  0.07
H: -4.24706 -9.14775 8.34995  0.11
H: -1.06239 -6.31635 7.76234  0.11

Charge   +1
Highest occupied orbital energy   -11.0 eV
Maximum force   0.06129 hartree/bohr
Orbital gap   6.8368 eV

---

Record 4
The following is a quantum chemistry calculation of FFeN5O15 as an isolated structure at a distorted geometry, from the OMol25 dataset.

Each line ends with the natural charge from an NBO analysis.
Geometry (Å):
Fe: -7.52115 -4.03948 -17.46389  1.69
F: -7.75763 -3.77827 -19.47212  -0.88
O: -10.67451 -6.77057 -17.26225  -0.56
O: -6.53758 -2.23242 -17.00198  -0.61
O: -8.45265 -5.40188 -12.94743  -0.64
O: -3.52723 -4.02841 -17.86834  -0.56
O: -7.10352 -0.18301 -16.51250  -0.55
O: -5.44432 -4.89825 -17.35995  -0.55
O: -11.61119 -3.34085 -16.69766  -0.58
O: -8.64765 -6.06656 -17.74460  -0.54
O: -6.09799 -1.45622 -15.08060  -0.52
O: -9.02591 -8.02915 -16.90096  -0.60
O: -8.98412 -3.41934 -13.05428  -0.51
O: -10.39596 -2.17735 -15.47230  -0.51
O: -9.55180 -3.29955 -17.23842  -0.59
O: -3.86436 -6.14913 -18.08340  -0.58
O: -8.01752 -4.33120 -14.83320  -0.51
N: -8.68339 -4.40007 -13.77249  0.69
N: -4.27380 -5.02487 -17.70805  0.73
N: -9.41903 -6.89366 -17.28868  0.73
N: -10.46187 -2.92374 -16.46055  0.72
N: -6.66725 -1.29783 -16.18129  0.73

2S+1   5
Charge   -4
Highest occupied orbital energy (alpha / beta)   3.4 / 3.4 eV
Maximum force   0.14712 hartree/bohr
⟨S²⟩   6.006
Orbital gap (alpha / beta)   6.6018 / 6.5972 eV

---

Record 5
The following is a quantum chemistry calculation of an isolated molecule of CF2NPS at a distorted geometry, from the OMol25 dataset.

Each line ends with the natural charge from an NBO analysis.
Geometry (Å):
S: -2.02192 -0.20935 -0.38683  0.81
P: 0.86697 -0.24147 0.46999  1.48
F: 1.67986 1.07598 0.33712  -0.56
F: 2.00415 -1.05108 -0.49401  -0.59
N: -2.13936 0.54488 0.94850  -0.55
C: -0.38969 -0.11896 -0.87477  -0.58

SMILES   N#S#CP(F)F
Highest occupied orbital energy (alpha / beta)   -10.0 / -10.0 eV
Maximum force   0.06147 hartree/bohr
ΔE to the lowest compared entry with this formula, charge and spin   6.089 eV
Orbital gap (alpha / beta)   7.2969 / 6.9011 eV